ORCA calculation (wB97M-V/def2-TZVPD) on a gas-phase ion, C4H10NO2 (charge -1) at a distorted geometry.

For the LUMO energy, the calculation gives 4.4 eV. Its energy above the lowest of the compared OMol25 structures with the same formula, charge and spin is 310.5 kJ/mol. The calculation puts the HOMO energy at -3.0 eV. Its SMILES is [O-]CCCNCO. Its molar mass is 104.13 g/mol. Its HOMO-LUMO gap is 7.369 eV.

The geometry in ORCA input format:
```
! wB97M-V def2-TZVPD RIJCOSX def2/J DEFGRID3
* xyz -1 1
O -1.62 0.01 -0.45
C -1.44 0.21 0.87
C -0.03 0.70 1.26
C 1.05 -0.24 0.71
N 1.46 -0.17 -0.69
C 0.44 -0.79 -1.56
O -0.11 0.24 -2.39
H -1.66 -0.60 1.62
H -2.24 0.93 1.28
H 0.08 0.75 2.35
H 0.13 1.67 0.78
H 1.94 0.12 1.26
H 0.99 -1.28 1.08
H 1.40 0.81 -0.94
H -0.30 -1.24 -0.90
H 0.89 -1.45 -2.33
H -0.98 0.32 -1.97
*
```


ORCA calculation (wB97M-V/def2-TZVPD) on C2H2N2OS2 in the gas phase at a distorted geometry.

For the LUMO energy, the calculation gives -2.3 eV. Its energy above the lowest of the compared OMol25 structures with the same formula, charge and spin is 111.3 kJ/mol. The calculation puts the HOMO energy at -9.8 eV. Its SMILES is N#CSSNC=O. Its molar mass is 134.19 g/mol. Its HOMO-LUMO gap is 7.424 eV.

The geometry in ORCA input format:
```
! wB97M-V def2-TZVPD RIJCOSX def2/J DEFGRID3
* xyz 0 1
N 2.52 0.50 -0.33
C 1.87 1.15 -0.99
S 0.80 1.77 -2.06
S -1.22 0.81 -0.83
N -0.87 -0.71 -0.10
C -0.67 -0.68 1.23
O -0.46 0.34 1.87
H -1.12 -1.58 -0.58
H -0.86 -1.60 1.77
*
```


ORCA calculation (wB97M-V/def2-TZVPD) on C2H3BrClNO in the gas phase at a distorted geometry.

For the LUMO energy (spin up / spin down), the calculation gives 0.5 / -3.6 eV. Its energy above the lowest of the compared OMol25 structures with the same formula, charge and spin is 40.6 kJ/mol. The calculation puts the HOMO energy (spin up / spin down) at -5.1 / -10.5 eV. Its molar mass is 172.41 g/mol. Its HOMO-LUMO gap (spin up / spin down) is 5.675 / 6.881 eV.

The geometry in ORCA input format:
```
! wB97M-V def2-TZVPD RIJCOSX def2/J DEFGRID3
* xyz 0 3
C 0.80 -0.07 -0.18
C -0.58 -0.85 0.44
N 0.45 1.18 -0.48
O 1.87 -0.59 -0.40
Cl -1.87 -0.77 -0.90
Br -1.19 -0.23 2.09
H -0.24 -1.80 0.58
H -0.29 1.60 0.04
H 1.05 1.53 -1.19
*
```


ORCA calculation (wB97M-V/def2-TZVPD) on 2 unconnected molecules or ions with the total composition C4H4BrNO at a distorted geometry.

For the LUMO energy (spin up / spin down), the calculation gives -1.6 / -3.1 eV. Its energy above the lowest of the compared OMol25 structures with the same formula, charge and spin is 207.8 kJ/mol. The calculation puts the HOMO energy (spin up / spin down) at -10.0 / -7.9 eV. Its molar mass is 161.99 g/mol. Its HOMO-LUMO gap (spin up / spin down) is 8.432 / 4.769 eV.

The geometry in ORCA input format:
```
! wB97M-V def2-TZVPD RIJCOSX def2/J DEFGRID3
* xyz 0 1
C -0.96 -0.49 -0.83
C -0.84 -1.53 1.00
C -0.16 0.27 0.05
C 0.47 1.48 -0.08
N -1.37 -1.60 -0.20
O -0.11 -0.44 1.22
Br 3.71 0.94 -0.82
H -1.25 -0.27 -1.83
H -0.95 -2.26 1.77
H 1.03 1.90 0.73
H 0.42 2.01 -1.02
*
```


ORCA calculation (wB97M-V/def2-TZVPD) on 3 unconnected molecules or ions with the total composition C29H49BBrF6N5O10 at a distorted geometry.

For the LUMO energy, the calculation gives -1.3 eV. The calculation puts the HOMO energy at -9.1 eV. Its SMILES is C=CCN([C@H](Br)CC)[C@H](NCCCC)[C@@](O)(O[C@@](OC#N)(B(O)O)[C@@H](C)CC)C(=O)C(F)(F)C(F)(F)C(F)(F)C(=O)O.CNC(C)=O.CNC(C)=O. Its molar mass is 832.44 g/mol. Its HOMO-LUMO gap is 7.810 eV.

The geometry in ORCA input format:
```
! wB97M-V def2-TZVPD RIJCOSX def2/J DEFGRID3
* xyz 0 1
C 2.29 -3.33 5.27
C 2.93 -3.11 4.02
C 2.14 -2.85 2.66
N 1.31 -1.62 2.63
C 2.05 -0.37 2.89
Br 3.92 -0.29 2.20
C 2.10 0.08 4.46
C 3.56 0.13 5.12
C 0.35 -1.57 1.51
N 1.10 -1.05 0.30
C 0.56 -1.70 -0.96
C 1.45 -1.35 -2.27
C 1.84 0.21 -2.32
C 3.45 0.31 -2.18
C -1.06 -0.86 1.74
O -0.97 0.34 0.88
O -2.25 -1.48 1.32
C -2.54 -2.82 1.58
O -2.14 -3.78 0.53
C -2.34 -3.27 -0.76
N -2.63 -2.95 -1.88
B -2.10 -3.53 2.97
O -0.96 -4.45 2.91
O -2.70 -3.38 4.27
C -4.18 -2.92 1.58
C -4.71 -4.41 1.87
C -4.83 -1.78 2.57
C -6.06 -2.32 3.46
C -1.34 -0.19 3.19
O -0.96 -0.70 4.29
C -2.26 1.14 3.42
F -3.08 0.79 4.57
F -3.21 1.35 2.38
C -1.45 2.44 3.87
F -2.44 3.35 4.40
F -0.63 2.12 5.00
C -0.68 3.25 2.73
F -1.30 3.26 1.46
F 0.71 2.89 2.59
C -0.65 4.81 3.23
O -1.31 5.72 2.71
O 0.23 5.16 4.30
H 2.72 -2.89 6.23
H 1.32 -3.96 5.24
H 4.08 -3.10 4.00
H 1.43 -3.76 2.53
H 2.88 -2.95 1.77
H 1.48 0.48 2.36
H 1.50 -0.68 5.09
H 1.67 1.14 4.54
H 3.39 0.30 6.25
H 4.15 -0.85 5.06
H 4.19 1.04 4.79
H 0.13 -2.68 1.22
H 2.07 -1.41 0.31
H 0.57 -2.86 -0.87
H -0.48 -1.27 -1.15
H 2.34 -2.07 -2.26
H 0.81 -1.61 -3.18
H 1.50 0.59 -3.36
H 1.26 0.81 -1.54
H 3.98 -0.67 -2.45
H 3.81 1.08 -2.95
H 3.69 0.60 -1.09
H -0.33 0.97 1.27
H -0.36 -4.08 3.61
H -2.79 -2.44 4.53
H -4.62 -2.64 0.55
H -5.77 -4.49 1.42
H -4.80 -4.69 2.97
H -4.09 -5.23 1.36
H -4.00 -1.27 3.19
H -5.26 -0.93 1.91
H -6.87 -2.85 2.84
H -5.62 -3.12 4.18
H -6.48 -1.50 4.14
H -0.15 4.90 5.17
C -1.53 1.72 -7.84
N -0.56 1.90 -6.78
C -0.55 1.34 -5.54
C -1.68 0.41 -5.19
O 0.35 1.60 -4.75
H -1.01 1.32 -8.71
H -1.96 2.69 -8.09
H -2.33 1.04 -7.55
H 0.22 2.52 -6.95
H -1.54 0.04 -4.17
H -2.63 0.93 -5.24
H -1.68 -0.45 -5.87
C 5.10 5.55 -7.37
N 4.22 4.65 -8.08
C 3.16 3.95 -7.59
C 2.82 4.12 -6.14
O 2.51 3.22 -8.33
H 5.05 6.53 -7.85
H 6.12 5.17 -7.44
H 4.83 5.65 -6.32
H 4.39 4.49 -9.06
H 1.95 3.50 -5.89
H 3.66 3.79 -5.52
H 2.58 5.16 -5.93
*
```


ORCA calculation (wB97M-V/def2-TZVPD) on 2 unconnected molecules or ions with the total composition C11H27N2O2.

For the LUMO energy, the calculation gives -2.7 eV. Its energy above the lowest of the compared OMol25 structures with the same formula, charge and spin is 0.0 kJ/mol. The calculation puts the HOMO energy at -11.4 eV. Its molar mass is 219.35 g/mol. Its HOMO-LUMO gap is 8.705 eV.

The geometry in ORCA input format:
```
! wB97M-V def2-TZVPD RIJCOSX def2/J DEFGRID3
* xyz 1 1
N -4.15 1.45 0.53
C -4.47 0.29 -0.30
C -3.85 0.40 -1.68
N -2.51 -0.28 -1.85
C -1.45 0.21 -0.91
C -0.10 -0.47 -1.12
C -0.19 -1.99 -1.29
C -1.27 -2.34 -2.30
C -2.60 -1.78 -1.82
H -3.17 1.70 0.49
H -4.39 1.29 1.50
H -4.24 -0.68 0.16
H -5.55 0.30 -0.46
H -3.72 1.45 -1.94
H -4.50 -0.06 -2.43
H -2.20 -0.04 -2.80
H -1.36 1.29 -1.09
H -1.82 0.06 0.10
H 0.51 -0.24 -0.24
H 0.41 -0.03 -1.98
H 0.78 -2.37 -1.61
H -0.43 -2.45 -0.33
H -1.36 -3.41 -2.48
H -1.02 -1.88 -3.26
H -3.46 -2.10 -2.40
H -2.75 -2.04 -0.77
C 2.18 -0.39 2.20
O 2.40 0.55 1.16
C 2.68 1.87 1.63
C 4.16 2.16 1.65
O 4.84 1.34 2.57
C 5.58 0.29 1.97
H 2.16 -1.38 1.74
H 2.97 -0.35 2.95
H 1.22 -0.20 2.69
H 2.26 2.00 2.64
H 2.18 2.57 0.96
H 4.30 3.20 1.96
H 4.58 2.05 0.65
H 6.44 0.68 1.42
H 4.96 -0.31 1.30
H 5.95 -0.35 2.78
*
```


ORCA calculation (wB97M-V/def2-TZVPD) on a molecular structure, C2H2N2O3S at a distorted geometry.

For the LUMO energy, the calculation gives -0.8 eV. Its energy above the lowest of the compared OMol25 structures with the same formula, charge and spin is 417.8 kJ/mol. The calculation puts the HOMO energy at -10.3 eV. Its molar mass is 134.12 g/mol. Its HOMO-LUMO gap is 9.488 eV.

The geometry in ORCA input format:
```
! wB97M-V def2-TZVPD RIJCOSX def2/J DEFGRID3
* xyz 0 1
C 0.22 -1.05 0.32
C 0.41 -0.04 -0.89
N -0.75 -1.01 1.00
N -0.89 1.42 0.87
O 1.40 0.29 -1.40
O -1.14 0.25 -1.23
O -3.07 -0.07 0.40
S -1.67 0.26 0.29
H 1.06 -1.70 0.19
H -1.04 2.48 0.87
*
```


ORCA calculation (wB97M-V/def2-TZVPD) on 3 unconnected molecules or ions with the total composition CH7O3.

For the LUMO energy, the calculation gives 4.5 eV. Its energy above the lowest of the compared OMol25 structures with the same formula, charge and spin is 13.1 kJ/mol. The calculation puts the HOMO energy at -3.9 eV. Its molar mass is 67.06 g/mol. Its HOMO-LUMO gap is 8.368 eV.

The geometry in ORCA input format:
```
! wB97M-V def2-TZVPD RIJCOSX def2/J DEFGRID3
* xyz -1 1
C 0.38 1.33 -0.26
O 0.19 -0.02 -0.03
H 0.20 1.91 0.65
H 1.38 1.53 -0.68
H -0.31 1.73 -1.01
H 0.48 -1.41 -0.87
H 1.58 -2.43 -0.63
O 0.78 -2.31 -1.17
H -2.33 -0.32 1.34
H -0.81 -0.09 0.93
O -1.55 0.08 1.72
*
```


| no. | E (eV) |
| --- | --- |
| 1 | -9894.22725 |
| 2 | -28802.47006 |
| 3 | -88219.67140 |
| 4 | -77790.27781 |
| 5 | -145809.25212 |
| 6 | -18912.90718 |
| 7 | -22060.07029 |
| 8 | -7293.58809 |